Record 1
C14H22N2O3 | ωB97M-V/def2-TZVPD

Properties
Molar mass   266.3 g mol⁻¹
Energy above the lowest of the compared OMol25 structures with the same formula, charge and spin   357.8 kcal/mol
Total charge   0

XYZ file:
```
41
C14H22N2O3 ωB97M-V/def2-TZVPD
C -6.26859 -0.36861 -0.00904
H -6.31972 0.68247 0.08191
H -6.88638 -0.84113 0.45902
H -6.43311 -0.60142 -1.17628
C -4.87388 -0.94596 0.14882
N -4.02521 0.01719 -0.34884
H -4.12807 -0.18907 -1.23430
C -2.60313 0.05737 -0.10487
C -1.91845 1.29812 -0.63523
O -2.53086 2.39237 -0.20330
H -3.56475 2.38244 -0.16139
C -0.54755 1.49327 -0.09416
O 0.32350 0.11082 -0.56575
C 1.62685 0.27092 -0.03939
C 2.27792 1.07769 0.59281
C 3.54814 0.83885 1.16445
C 4.33038 -0.41312 0.63427
C 3.56609 -1.20987 -0.13843
C 2.38615 -0.83906 -0.60859
H 1.71233 -1.59861 -1.04538
H 4.06710 -2.03799 -0.67909
C 5.62537 -0.38167 1.05372
H 6.05479 0.28173 1.77745
C 6.58624 -0.12070 -0.12067
O 7.58974 -0.68905 -0.84838
N 6.40977 0.99076 -0.95757
H 5.49753 1.29029 -0.72917
H 6.88852 1.38658 -1.79832
H 5.84463 -1.54983 1.29662
H 4.16565 1.54868 1.73708
H 1.80933 2.08698 1.05044
H -0.04528 2.31659 -0.47536
H -0.44855 1.45795 1.12553
H -1.82692 1.05635 -1.66044
H -2.59306 0.01213 1.11473
H -2.00480 -0.66282 -0.27204
C -4.63976 -2.25324 -0.13900
H -5.39120 -2.83762 0.84762
H -4.79505 -2.42838 -1.01287
H -3.78425 -2.42937 0.44063
H -4.68143 -0.65204 1.53280
```

***

Record 2
FH2NS | ωB97M-V/def2-TZVPD

Properties
Molar mass   67.1 g mol⁻¹
Energy above the lowest of the compared OMol25 structures with the same formula, charge and spin   28.9 kcal/mol
Total charge   0

XYZ file:
```
5
FH2NS ωB97M-V/def2-TZVPD
N -0.19324 0.92487 0.14544
F -1.05133 0.40930 1.16744
S 0.18627 -0.62453 -1.42444
H 0.76866 0.77306 0.55463
H 0.28963 -1.48269 -0.44307
```

***

Record 3
C42H119BCsN5O9 | ωB97M-V/def2-TZVPD

Properties
E_tot   -2667.25218 a.u.
Molar mass   982.2 g mol⁻¹
Total charge   0

XYZ file:
```
177
C42H119BCsN5O9 ωB97M-V/def2-TZVPD
Cs 3.89188 22.73032 12.36086
B 5.13912 23.41004 9.22962
H 5.60923 22.71558 9.90857
H 5.38923 23.07123 8.23620
H 4.07908 23.33409 9.41608
H 5.49166 24.40974 9.43103
C -0.31979 18.91974 16.26187
C 0.83362 19.31600 17.18580
N 2.20279 19.19701 16.57362
C 3.30199 19.53046 17.55167
C 3.16278 20.84326 18.34175
C 2.43264 17.86087 16.00372
C 3.70777 17.90542 15.12747
H -0.49987 17.85185 16.13827
H -0.12715 19.23113 15.23522
H -1.28778 19.29098 16.59844
H 0.69979 20.30464 17.62486
H 0.79502 18.68529 18.07395
H 3.40497 18.66940 18.21203
H 4.28562 19.55750 17.08280
H 2.32854 20.76395 19.03878
H 4.05226 21.13387 18.90075
H 3.00852 21.66231 17.63929
H 1.57642 17.46453 15.45791
H 2.61847 17.11333 16.77492
H 4.64319 17.69364 15.64538
H 3.84058 18.88061 14.65902
H 3.67569 17.17151 14.32221
C 4.47134 28.81538 13.28691
C 5.08944 28.46784 11.91186
N 6.36519 27.70830 11.97225
C 6.74196 27.19330 10.67987
C 6.98385 28.28483 9.60856
C 7.37925 28.42679 12.74213
C 8.71225 27.72834 12.84287
H 4.99750 29.60550 13.82261
H 4.41570 27.95590 13.95496
H 3.47043 29.24521 13.24797
H 4.38791 27.81540 11.39198
H 5.22514 29.36260 11.30434
H 7.67632 26.64520 10.80097
H 6.04264 26.43842 10.32043
H 7.33965 27.76007 8.72192
H 6.06367 28.76641 9.27774
H 7.65520 29.11629 9.82318
H 7.03080 28.58589 13.76261
H 7.47631 29.42950 12.32589
H 8.58794 26.81728 13.42821
H 9.47680 28.32868 13.33598
H 9.09479 27.41501 11.87149
C 2.18259 19.45123 8.75445
C 2.75699 20.39954 9.86836
N 1.83420 20.97422 10.79616
C 0.91693 21.86637 10.11459
C 0.17425 22.65988 11.15662
C 1.16260 19.95346 11.58770
C 2.05579 18.94630 12.36492
H 3.00591 18.96328 8.23278
H 1.60898 20.04494 8.04270
H 1.52307 18.68746 9.16650
H 3.43997 19.80337 10.47353
H 3.33927 21.15464 9.34028
H 1.42537 22.52615 9.41155
H 0.28127 21.22098 9.50836
H 0.79011 23.31506 11.77270
H -0.44139 23.37215 10.60730
H -0.50797 22.04990 11.74874
H 0.44778 19.38755 10.99031
H 0.62456 20.47966 12.37620
H 1.51049 18.36072 13.10509
H 2.77938 19.55347 12.90885
H 2.73637 18.31912 11.78912
C 9.30847 21.74517 10.82785
C 10.19718 20.50708 10.67599
N 10.02254 19.76721 9.40676
C 10.68233 20.52077 8.30486
C 10.54278 19.80326 6.98032
C 10.77241 18.50530 9.62429
C 9.86962 17.42842 10.32486
H 9.48462 22.24182 11.78201
H 8.25764 21.45632 10.80747
H 9.56188 22.45341 10.03900
H 11.24511 20.80260 10.72705
H 10.00896 19.82103 11.50183
H 10.19021 21.49253 8.26488
H 11.69774 20.81732 8.56772
H 11.28544 19.02970 6.78498
H 9.57586 19.37492 6.71635
H 10.82545 20.48449 6.17774
H 11.72124 18.69631 10.12564
H 10.99947 18.06713 8.65241
H 8.88346 17.35081 9.86709
H 9.68455 17.73346 11.35481
H 10.23685 16.40236 10.34638
C 7.52336 24.24404 16.40094
C 6.61082 25.32237 17.02478
N 5.40799 24.84381 17.67116
C 4.36799 24.41524 16.73249
C 3.83591 25.57075 15.84975
C 5.69670 23.78963 18.67888
C 6.73996 24.24920 19.76357
H 6.94951 23.63839 15.69952
H 8.05235 23.62554 17.12601
H 8.33669 24.68488 15.82453
H 7.20144 25.92452 17.71520
H 6.50925 26.08844 16.25606
H 4.72277 23.57767 16.13190
H 3.60564 23.92964 17.34169
H 3.04437 25.18335 15.20827
H 3.34604 26.40479 16.35224
H 4.50821 25.83150 15.03236
H 6.08867 22.86194 18.26191
H 4.75588 23.53041 19.16443
H 6.81186 23.53274 20.58188
H 6.51272 25.22745 20.18723
H 7.68748 24.41017 19.24938
C 0.63302 21.99979 14.98856
O 1.99732 21.54908 14.92662
H 0.13596 21.26491 14.35533
H 0.21120 22.00772 15.99361
H 0.61774 22.97418 14.50028
H 2.09765 20.80530 15.52522
C 7.20789 24.31807 12.89052
O 6.05031 25.03207 13.21842
H 7.18663 23.31264 13.31094
H 7.39157 24.20655 11.82191
H 8.10861 24.73345 13.34248
H 6.06623 25.93335 12.88822
C 3.28071 26.31952 9.44535
O 3.40181 25.41361 10.54928
H 2.46808 27.03057 9.59413
H 4.11551 26.94200 9.12328
H 3.02744 25.69537 8.58838
H 3.89511 24.66956 10.19622
C 6.71687 20.28589 14.84680
O 6.06630 20.78321 13.68697
H 7.80486 20.34982 14.82972
H 6.32280 20.85443 15.68916
H 6.32365 19.27135 14.91142
H 5.86113 20.03707 13.11884
C 7.73240 24.87182 7.37498
O 7.89611 24.19337 8.59218
H 7.29315 25.83308 7.64170
H 8.71636 25.09639 6.96330
H 7.02213 24.39467 6.69975
H 7.03141 23.86815 8.85319
C 6.24892 18.98165 11.11393
O 5.67445 18.53769 12.38851
H 6.28139 18.32718 10.24289
H 5.67585 19.87115 10.85223
H 7.28108 19.30445 11.25018
H 5.75543 17.58273 12.33291
C 3.67402 22.35280 5.99702
O 3.28341 23.33642 6.93469
H 3.27339 22.51357 4.99615
H 4.76225 22.34091 5.93594
H 3.36600 21.38389 6.39000
H 3.92981 23.46659 7.63241
C 7.08651 20.09142 7.79435
O 5.67768 20.18314 7.99624
H 7.37841 19.04374 7.72175
H 7.42378 20.53944 6.85967
H 7.59219 20.59517 8.61814
H 5.54907 21.09840 8.25577
C 0.93712 26.96252 12.74534
C 0.38078 26.25803 13.97033
C -1.08126 26.65395 14.01979
O -1.19852 27.83042 13.20249
C -0.17369 27.84911 12.16834
H 1.21180 26.19913 12.01741
H 1.86981 27.51644 12.85192
H 0.88755 26.57155 14.88301
H 0.61053 25.19289 13.94198
H -1.49128 26.89457 15.00066
H -1.78035 25.88263 13.69661
H 0.11942 28.87946 11.96689
H -0.57915 27.38859 11.26745
```

***

Record 4
C5H9NO | ωB97M-V/def2-TZVPD

Properties
2S+1   2
Molar mass   99.1 g mol⁻¹
Energy above the lowest of the compared OMol25 structures with the same formula, charge and spin   23.9 kcal/mol
Total charge   +1

XYZ file:
```
16
C5H9NO ωB97M-V/def2-TZVPD
N 0.60984 0.45214 -0.87767
C 0.71826 -0.95919 -1.04963
C -0.29843 -1.54671 -0.07029
C -0.58118 -0.43382 0.93700
C -0.37790 0.83601 0.07055
C 0.15063 2.05018 0.90946
O 0.34014 1.99196 2.07259
H 0.72462 1.09567 -1.66005
H 0.55659 -1.26608 -2.07748
H 1.75536 -1.23886 -0.83813
H -0.01808 -2.49153 0.38162
H -1.19873 -1.78648 -0.63787
H 0.17520 -0.41090 1.70877
H -1.61643 -0.47680 1.25302
H -1.25845 1.21011 -0.45946
H 0.31857 2.97431 0.33758
```

***

Record 5
CH3BO4 | ωB97M-V/def2-TZVPD

Properties
Molar mass   89.8 g mol⁻¹
Energy above the lowest of the compared OMol25 structures with the same formula, charge and spin   44.2 kcal/mol
Total charge   0

XYZ file:
```
9
CH3BO4 ωB97M-V/def2-TZVPD
B -0.86298 -0.08393 0.13126
C 1.95641 0.20798 -0.53776
O 2.40550 -0.29753 0.39025
O -1.99568 0.66366 0.42304
O -0.63148 -1.46118 0.47185
O 0.11949 0.63989 -0.50856
H 2.31524 0.53186 -1.47362
H -1.89295 1.54230 0.13588
H -1.41355 -1.74304 0.96766
```

***

Record 6
C45H55Br33F4N4O2 | ωB97M-V/def2-TZVPD

Properties
E_tot   -87458.41818 a.u.
Molar mass   3396.8 g mol⁻¹
Total charge   0

XYZ file:
```
143
C45H55Br33F4N4O2 ωB97M-V/def2-TZVPD
C 7.95235 -0.26010 0.03171
C 6.53296 0.31782 0.59664
C 6.82176 1.68989 1.41042
C 6.39999 3.01166 0.56525
C 5.15480 3.69700 1.32746
C 4.56653 4.99245 0.50464
C 3.77144 4.38931 -0.76970
C 2.80629 5.44819 -1.51243
C 1.93066 6.36818 -0.50630
C 1.01870 5.53255 0.52990
C -0.16395 4.68074 -0.17459
C -0.25445 3.13970 0.36504
C 0.43854 2.08356 -0.66149
C -0.51832 0.86540 -1.10001
C -1.78973 1.29998 -2.01012
C -3.07264 1.46303 -1.04274
N -3.53361 2.78936 -0.75306
C -4.65831 2.81823 0.15486
C -5.25011 4.23652 0.55357
C -4.56171 5.53080 -0.14124
C -5.18229 5.77219 -1.63334
F -4.69805 6.73935 0.64650
C -6.44020 4.39007 1.54842
N -7.06845 5.69194 1.94670
C -8.01455 5.89774 1.06482
O -9.03927 6.20284 0.42011
C -7.08411 3.08083 2.18215
C -8.34924 3.12151 3.20659
C -7.94194 2.85629 4.73649
O -8.99540 3.48512 5.54894
C -6.55321 3.55724 5.18910
F -5.39231 2.80575 4.83184
F -6.57673 3.57866 6.64459
F -6.48739 4.92037 4.78510
C -6.49237 1.70203 1.76467
C -5.28266 1.51558 0.73311
N -4.89806 0.15012 0.44700
C -3.78041 0.19514 -0.45076
C -3.18210 -1.25165 -0.90698
C -2.44020 -2.01583 0.22329
C -1.88359 -3.46457 -0.15952
C -2.23731 -3.81284 -1.69621
C -2.96861 -2.86950 -2.69129
N -3.43609 -1.58507 -2.26845
H 8.68236 -0.46521 0.91005
H 8.47282 0.47684 -0.68157
H 7.73363 -1.25801 -0.50717
H 6.12886 -0.49438 1.31053
H 5.80725 0.46503 -0.27811
H 7.96362 1.75062 1.59939
H 6.26299 1.72742 2.42905
H 6.02355 2.67905 -0.48193
H 7.23121 3.79890 0.48340
H 4.27280 2.93865 1.34278
H 5.36631 3.98237 2.42265
H 3.90260 5.55297 1.25276
H 5.48281 5.62481 0.19438
H 3.20733 3.41278 -0.52955
H 4.58381 4.09189 -1.54773
H 2.08446 4.88006 -2.22190
H 3.45547 6.12777 -2.19850
H 1.24972 7.10378 -1.06313
H 2.69799 7.02455 0.07310
H 1.74263 4.85231 1.13602
H 0.55911 6.28882 1.28052
H -1.15208 5.24895 0.00206
H 0.06954 4.66461 -1.31513
H -1.32425 2.82284 0.63527
H 0.33334 3.14581 1.36975
H 1.31589 1.60671 -0.06102
H 0.90808 2.66347 -1.52932
H 0.12830 0.12602 -1.70549
H -0.94440 0.30905 -0.17235
H -1.97569 0.55379 -2.87058
H -1.62172 2.33584 -2.50554
H -3.42827 5.37494 -0.30528
H -6.01691 5.02501 -1.89458
H -5.59656 6.85383 -1.63645
H -4.33818 5.69676 -2.42593
H -8.85162 4.15558 3.04982
H -9.12204 2.32837 2.89514
H -7.90578 1.73159 5.02634
H -9.07019 2.96539 6.38200
H -6.95558 0.74473 2.22540
H -2.30445 -1.61122 1.29687
H -1.34633 -4.15234 0.56788
H -1.92399 -4.84445 -2.09948
H -3.13155 -3.24501 -3.77313
C -10.55411 -0.95837 4.13257
Br -12.08867 0.13839 3.67835
Br -10.85139 -2.82797 3.70836
Br -8.92322 -0.28531 3.32255
H -10.42403 -0.89323 5.21260
C -1.64937 -7.84829 0.18568
Br -1.79533 -6.01795 -0.44963
Br -2.46257 -8.07136 1.93384
Br -2.34841 -9.12140 -1.10297
H -0.58589 -8.06203 0.29924
C 6.04875 3.82279 5.91202
Br 5.52586 5.67825 6.13185
Br 4.55848 2.71427 5.34966
Br 7.57196 3.63901 4.72412
H 6.36276 3.46193 6.89113
C 0.61904 0.96336 -5.08008
Br 1.88548 1.35118 -3.66497
Br 1.50731 0.54783 -6.75399
Br -0.63465 -0.42815 -4.56300
H 0.03944 1.87177 -5.24488
C 10.30505 -1.64208 3.64906
Br 9.78698 0.21599 3.86668
Br 8.81039 -2.74219 3.08484
Br 11.83008 -1.83523 2.46490
H 10.61527 -2.00241 4.62955
C -1.28506 -8.30367 -5.29107
Br 0.31103 -7.82701 -6.28660
Br -1.07416 -9.98858 -4.34994
Br -1.84640 -6.87579 -4.10419
H -2.08355 -8.44404 -6.01926
C -2.15013 -0.96899 -8.46297
Br -0.56406 -0.47172 -9.46305
Br -1.92100 -2.66363 -7.54454
Br -2.71350 0.43874 -7.25040
H -2.95302 -1.10513 -9.18693
C 2.82115 -7.48050 0.51665
Br 3.46601 -8.37635 2.11178
Br 2.12224 -8.73848 -0.78462
Br 1.53306 -6.09185 0.93686
H 3.67991 -6.99032 0.05757
C 3.69573 -1.94446 -0.38715
Br 5.03751 -3.21410 0.20515
Br 4.15676 -1.15513 -2.09778
Br 1.91790 -2.72034 -0.41472
H 3.67823 -1.13676 0.34481
C 4.81826 -12.60537 2.06803
Br 4.83961 -12.02179 0.21729
Br 5.63817 -11.29823 3.24463
Br 3.03078 -13.08148 2.65393
H 5.42390 -13.50951 2.12457
C 3.80016 -8.99620 -5.02601
Br 5.40468 -8.52054 -6.00826
Br 3.99328 -10.69433 -4.10625
Br 3.24733 -7.58255 -3.81846
H 3.00244 -9.11949 -5.75859
```